Entry 1:
ORCA calculation (ωB97M-V with the def2-TZVPD basis set) on a single C3H6S2 molecule at a distorted geometry.

Last column: Mulliken charge in e.
Cartesian coordinates (Å):
C 0.95 0.25 0.22  -0.87
C -0.48 -0.11 -0.11  0.11
S -0.53 -1.93 -0.42  -0.16
C -1.67 0.41 0.57  -0.44
S -1.72 1.82 1.43  -0.20
H 1.16 1.44 0.22  0.28
H 1.46 -0.09 -0.73  0.32
H 1.32 -0.19 1.19  0.28
H -0.88 0.28 -1.26  0.22
H -0.05 -1.80 -1.62  0.14
H -2.68 -0.11 0.52  0.31

The value obtained for the HOMO energy (spin up / spin down) is -8.80 / -8.80 eV. The net charge is 0. Its energy above the lowest of the compared OMol25 structures with the same formula, charge and spin is 42.5 kcal per mole. The value obtained for the orbital gap (spin up / spin down) is 8.385 / 8.385 eV.


Entry 2:
ORCA calculation (ωB97M-V with the def2-TZVPD basis set) on a single C3H6S3 molecule at a distorted geometry.

Last column: Mulliken charge in e.
Cartesian coordinates (Å):
S -0.90 1.54 1.26  -0.21
C -0.61 -0.05 0.59  -0.42
C -0.59 -0.43 -0.71  -0.02
S -0.89 -2.19 -0.78  -0.21
C 0.79 -0.28 -0.13  -0.20
S 1.94 0.96 -0.61  -0.25
H -0.52 1.22 2.74  0.16
H -0.79 -0.74 1.29  0.23
H -0.96 0.19 -1.48  0.44
H -0.30 -2.22 0.68  0.12
H 1.17 -1.25 0.22  0.20
H 1.43 2.27 0.06  0.15

The value obtained for the HOMO energy is -8.58 eV. The net charge is 0. Its energy above the lowest of the compared OMol25 structures with the same formula, charge and spin is 87.5 kcal per mole. The value obtained for the orbital gap is 8.707 eV.


Entry 3:
ORCA calculation (ωB97M-V with the def2-TZVPD basis set) on 2 unconnected molecules or ions with the total composition C3H6Si at a distorted geometry.

Last column: Mulliken charge in e.
Cartesian coordinates (Å):
C -2.69 -0.83 -0.23  -0.39
C -2.48 -1.92 0.21  -0.41
C 1.51 0.79 -0.50  -0.84
Si 1.23 0.90 1.39  0.10
H -2.86 -0.05 -0.86  0.38
H 1.57 -0.20 -0.96  0.30
H 0.64 1.36 -0.88  0.23
H 2.49 1.47 -0.76  0.27
H 2.76 1.31 2.03  -0.06
H -2.17 -2.83 0.56  0.42

The value obtained for the HOMO energy is -8.10 eV. The net charge is 0. Its energy above the lowest of the compared OMol25 structures with the same formula, charge and spin is 69.3 kcal per mole. The value obtained for the orbital gap is 7.454 eV.


Entry 4:
ORCA calculation (ωB97M-V with the def2-TZVPD basis set) on a molecular structure, C3H6Si at a distorted geometry.

Last column: Mulliken charge in e.
Cartesian coordinates (Å):
C -2.21 -0.23 -0.87  0.25
C -1.29 -0.20 -0.13  -0.68
C -0.19 -0.11 0.78  -0.72
Si 1.48 0.25 -0.16  0.37
H -3.00 -0.11 -1.57  0.44
H -0.03 -1.14 1.75  0.28
H -0.43 0.63 1.45  0.32
H 1.87 1.63 0.14  -0.10
H 1.32 0.20 -1.61  -0.10
H 2.47 -0.92 0.22  -0.07

The value obtained for the HOMO energy is -9.74 eV. The net charge is 0. Its energy above the lowest of the compared OMol25 structures with the same formula, charge and spin is 37.0 kcal per mole. The value obtained for the orbital gap is 10.554 eV.


Entry 5:
ORCA calculation (ωB97M-V with the def2-TZVPD basis set) on a molecular structure, C3H7B3BrCl4NO3.

Last column: Mulliken charge in e.
Cartesian coordinates (Å):
C 2.20 0.59 1.39  -0.95
N 1.44 0.01 0.29  -0.15
C 0.17 -0.60 0.71  -0.85
B -1.11 0.18 0.30  0.88
O -2.37 -0.38 0.25  -0.49
B -3.19 0.21 1.18  0.53
O -2.80 1.43 1.70  -0.38
B -1.97 2.18 0.90  0.44
Br -2.15 4.10 0.88  -0.24
O -1.07 1.57 0.09  -0.53
H 1.70 1.45 1.86  0.28
H 2.36 -0.17 2.15  0.35
H 3.18 0.90 1.03  0.32
H 1.28 0.72 -0.41  0.26
H 0.12 -1.63 0.36  0.19
H 0.14 -0.64 1.80  0.46
H -4.20 -0.32 1.50  -0.11
C 1.26 -1.92 -3.19  0.36
Cl 1.17 -2.23 -4.93  -0.10
Cl 0.94 -3.41 -2.30  -0.11
Cl 2.86 -1.31 -2.79  -0.08
Cl 0.03 -0.72 -2.76  -0.06

The value obtained for the HOMO energy is -8.90 eV. The net charge is 0. The value obtained for the orbital gap is 9.120 eV.


Entry 6:
ORCA calculation (ωB97M-V with the def2-TZVPD basis set) on a single C3H7BO2 molecule at a distorted geometry.

Last column: Mulliken charge in e.
Cartesian coordinates (Å):
C 2.05 0.28 -0.11  -1.05
C 0.70 -0.36 0.05  0.33
C -0.42 0.36 0.00  -0.51
B -2.03 -0.03 0.13  0.56
O -2.59 -1.25 0.44  -0.58
O -2.74 0.91 -0.46  -0.51
H 2.80 -0.04 -0.86  0.29
H 2.58 0.25 0.84  0.28
H 1.76 1.38 -0.23  0.26
H 0.84 -1.50 0.14  0.27
H -0.30 1.50 0.10  0.08
H -3.51 -1.48 0.20  0.29
H -3.63 0.90 -0.66  0.28

The value obtained for the HOMO energy is -9.42 eV. The net charge is 0. Its energy above the lowest of the compared OMol25 structures with the same formula, charge and spin is 10.5 kcal per mole. The value obtained for the orbital gap is 9.773 eV.


Entry 7:
ORCA calculation (ωB97M-V with the def2-TZVPD basis set) on 2 unconnected molecules or ions with the total composition C3H7BO3 at a distorted geometry.

Last column: Mulliken charge in e.
Cartesian coordinates (Å):
C 0.64 1.19 -0.61  -0.25
O 1.78 0.52 -0.15  -0.40
C 1.74 -0.80 0.41  -0.38
C 0.28 -1.23 0.37  -0.27
O -0.22 -1.26 -1.09  -0.50
B -0.27 -0.09 -0.49  0.46
H 0.76 1.53 -1.66  0.21
H 0.30 2.13 -0.03  0.20
H 2.20 -0.77 1.50  0.26
H 2.29 -1.55 -0.17  0.25
H -0.11 -1.97 1.05  0.45
O -3.00 0.86 -0.01  -0.58
H -2.61 0.24 0.48  0.26
H -3.79 1.19 0.39  0.30

The value obtained for the HOMO energy is -9.31 eV. The net charge is 0. Its energy above the lowest of the compared OMol25 structures with the same formula, charge and spin is 124.3 kcal per mole. The value obtained for the orbital gap is 9.636 eV.


Entry 8:
ORCA calculation (ωB97M-V with the def2-TZVPD basis set) on a single C3H7BS2 molecule at a distorted geometry.

Last column: Mulliken charge in e.
Cartesian coordinates (Å):
B 0.16 -0.77 0.81  0.29
C 0.16 0.15 -1.91  -0.48
C -0.23 1.40 -1.22  -0.66
C 0.13 -1.11 2.41  -0.85
S 0.99 -0.93 -0.67  -0.13
S -1.52 1.05 -0.04  -0.32
H -0.72 -0.48 -2.19  0.32
H 0.96 0.26 -2.75  0.30
H 0.62 1.84 -0.81  0.35
H -0.69 1.99 -2.02  0.31
H -0.66 -0.42 2.75  0.27
H 1.03 -0.86 2.90  0.32
H -0.25 -2.12 2.75  0.29

The value obtained for the HOMO energy is -8.20 eV. The net charge is 0. Its energy above the lowest of the compared OMol25 structures with the same formula, charge and spin is 39.5 kcal per mole. The value obtained for the orbital gap is 8.460 eV.


net charge of number 5 (C3H7B3BrCl4NO3)?
0


net charge of number 4 (C3H6Si)?
0